Formula: H4O2
Source: the Open Molecules 2025 dataset
Level of theory: wB97M-V/def2-TZVPD

```
! RIJCOSX wB97M-V def2-TZVPD def2/J DEFGRID3
* xyz 0 1
O -0.2331 -1.5790 -0.2363
H 0.6486 -1.7070 -0.6026
H -0.6956 -2.3862 -0.5443
O 0.2118 1.6484 0.1927
H 0.5126 2.4036 0.6640
H -0.2951 1.1349 0.8320
*
```

Output
frontier orbital gap	0.4514	Eh
ΔE to the lowest compared entry with this formula, charge and spin	17.8	kJ/mol
energy	-152.868156	hartree
LUMO energy	0.036	Eh
SMILES string	O.O
E_HOMO	-11.3061	eV

Formula: H4O2
Source: the Open Molecules 2025 dataset
Level of theory: wB97M-V/def2-TZVPD

```
! RIJCOSX wB97M-V def2-TZVPD def2/J DEFGRID3
* xyz 0 1
O 1.4413 0.0013 -0.0980
H 1.4916 -0.6334 0.6419
H 1.1155 0.8074 0.2537
O -1.5049 -0.0944 0.0108
H -0.6262 -0.3149 -0.3220
H -1.4719 0.8858 0.1236
*
```

Output
frontier orbital gap	0.4418	Eh
ΔE to the lowest compared entry with this formula, charge and spin	14.7	kJ/mol
energy	-152.869340	hartree
LUMO energy	0.025	Eh
SMILES string	O.O
E_HOMO	-11.3550	eV

Formula: H4O2
Source: the Open Molecules 2025 dataset
Level of theory: wB97M-V/def2-TZVPD

```
! RIJCOSX wB97M-V def2-TZVPD def2/J DEFGRID3
* xyz 0 1
O -1.9678 -0.0149 -0.1453
H -2.0065 -0.3610 0.7343
H -1.0148 0.3936 -0.1371
O 1.3061 -0.0456 0.0124
H 1.8162 0.7143 0.0052
H 1.8668 -0.6865 -0.4695
*
```

Output
frontier orbital gap	0.4294	Eh
ΔE to the lowest compared entry with this formula, charge and spin	26.9	kJ/mol
energy	-152.864672	hartree
LUMO energy	0.025	Eh
SMILES string	O.O
E_HOMO	-11.0061	eV

Formula: H4O2
Source: the Open Molecules 2025 dataset
Level of theory: wB97M-V/def2-TZVPD

```
! RIJCOSX wB97M-V def2-TZVPD def2/J DEFGRID3
* xyz 0 1
O 0.9093 0.9163 -0.9905
H 1.6898 0.9502 -0.3844
H 0.4078 0.2317 -0.4995
O -1.0307 -0.9990 0.3418
H -1.5259 -0.1131 0.3648
H -0.4503 -0.9861 1.1678
*
```

Output
frontier orbital gap	0.4362	Eh
ΔE to the lowest compared entry with this formula, charge and spin	26.3	kJ/mol
energy	-152.864926	hartree
LUMO energy	0.020	Eh
SMILES string	O.O
E_HOMO	-11.3206	eV

Formula: H4O2
Source: the Open Molecules 2025 dataset
Level of theory: wB97M-V/def2-TZVPD

```
! RIJCOSX wB97M-V def2-TZVPD def2/J DEFGRID3
* xyz 0 1
O 0.8749 1.0203 0.6106
H 0.4516 0.1978 0.1586
H 0.9761 0.7041 1.5062
O -0.7584 -0.8627 -0.5884
H -0.8038 -0.7404 -1.5427
H -1.5556 -1.4218 -0.2990
*
```

Output
frontier orbital gap	0.4089	Eh
ΔE to the lowest compared entry with this formula, charge and spin	22.7	kJ/mol
energy	-152.866306	hartree
LUMO energy	0.020	Eh
SMILES string	O.O
E_HOMO	-10.5859	eV

Formula: H4O2
Source: the Open Molecules 2025 dataset
Level of theory: wB97M-V/def2-TZVPD

```
! RIJCOSX wB97M-V def2-TZVPD def2/J DEFGRID3
* xyz 0 1
O -1.1641 0.0161 -0.1279
H -1.6053 0.8634 0.1328
H -1.9501 -0.5921 -0.2404
O 1.7042 0.1121 -0.2033
H 2.2605 -0.4487 0.3692
H 0.7547 0.0492 0.0695
*
```

Output
frontier orbital gap	0.4172	Eh
ΔE to the lowest compared entry with this formula, charge and spin	13.7	kJ/mol
energy	-152.869706	hartree
LUMO energy	0.022	Eh
SMILES string	O.O
E_HOMO	-10.7635	eV

Formula: H4O3SSi
Source: the Open Molecules 2025 dataset
Level of theory: wB97M-V/def2-TZVPD

```
! RIJCOSX wB97M-V def2-TZVPD def2/J DEFGRID3
* xyz 0 1
O 0.6052 1.5404 -0.7198
O -1.5919 0.8815 0.5884
O 1.1559 -1.5075 1.2815
Si -0.4049 0.3544 -0.3281
S -0.9678 -1.0789 -1.7613
H 1.4381 1.3860 -1.1665
H -1.4805 1.4706 1.3329
H 1.6497 -0.9528 1.8799
H -0.4038 -2.0939 -1.1070
*
```

Output
frontier orbital gap	0.2980	Eh
ΔE to the lowest compared entry with this formula, charge and spin	398.5	kJ/mol
energy	-915.821392	hartree
LUMO energy	-0.019	Eh
E_HOMO	-8.6163	eV

Formula: H4O6RbS
Source: the Open Molecules 2025 dataset
Level of theory: wB97M-V/def2-TZVPD

```
! RIJCOSX wB97M-V def2-TZVPD def2/J DEFGRID3
* xyz -1 1
Rb -0.8973 0.8784 -0.3342
S 0.6746 -2.0836 1.4708
O 0.6691 -3.4535 0.9253
O 1.8062 -1.8368 2.3464
O 0.7199 -1.1552 0.2984
O -0.5934 -1.7671 2.1861
O 2.4637 -0.0355 -1.3823
H 1.7381 -0.5463 -0.8865
H 2.4676 0.8358 -0.9772
O -2.6907 3.1146 -1.0051
H -2.8081 3.2424 -1.9550
H -3.5495 2.8069 -0.6866
*
```

Output
frontier orbital gap	0.1434	Eh
ΔE to the lowest compared entry with this formula, charge and spin	0.0	kJ/mol
energy	-876.183073	hartree
LUMO energy	0.034	Eh
E_HOMO	-2.9720	eV

Formula: H4S2
Source: the Open Molecules 2025 dataset
Level of theory: wB97M-V/def2-TZVPD

```
! RIJCOSX wB97M-V def2-TZVPD def2/J DEFGRID3
* xyz 0 1
S 9.9309 -7.7270 -6.6197
H 8.7736 -7.0849 -6.8645
H 9.7426 -8.5687 -7.6530
S 10.7841 -10.5712 -10.6410
H 9.6279 -9.9243 -10.8785
H 10.5289 -11.4854 -11.5953
*
```

Output
frontier orbital gap	0.3851	Eh
ΔE to the lowest compared entry with this formula, charge and spin	4.3	kJ/mol
energy	-798.747764	hartree
LUMO energy	0.025	Eh
SMILES string	S.S
E_HOMO	-9.7899	eV

Formula: H4S2
Source: the Open Molecules 2025 dataset
Level of theory: wB97M-V/def2-TZVPD

```
! RIJCOSX wB97M-V def2-TZVPD def2/J DEFGRID3
* xyz 0 1
S -0.8111 -0.3228 1.6542
H -1.1954 -1.5202 2.1342
H -0.4439 -0.8557 0.4740
S 1.3525 1.1079 -1.1826
H 0.0566 1.3911 -0.9540
H 1.0413 0.1996 -2.1258
*
```

Output
frontier orbital gap	0.3857	Eh
ΔE to the lowest compared entry with this formula, charge and spin	2.9	kJ/mol
energy	-798.748302	hartree
LUMO energy	0.029	Eh
SMILES string	S.S
E_HOMO	-9.7032	eV

Formula: H4S3
Source: the Open Molecules 2025 dataset
Level of theory: wB97M-V/def2-TZVPD

```
! RIJCOSX wB97M-V def2-TZVPD def2/J DEFGRID3
* xyz -1 2
S -2.8085 -0.7027 0.1745
H -1.5763 -0.3989 0.5382
H -3.5404 -0.1362 1.2685
S 1.2938 -0.6655 -0.3412
S 1.6341 1.3770 0.0494
H 0.3288 -1.0243 0.5325
H 2.8762 1.4196 -0.4613
*
```

Output
frontier orbital gap (alpha / beta)	0.1077 / 0.2386	Eh
ΔE to the lowest compared entry with this formula, charge and spin	110.0	kJ/mol
energy	-1196.909980	hartree
LUMO energy (alpha / beta)	0.113 / 0.110	Eh
<S²>	0.75
E_HOMO (alpha / beta)	0.1332 / -3.5090	eV

Formula: H4S4
Source: the Open Molecules 2025 dataset
Level of theory: wB97M-V/def2-TZVPD

```
! RIJCOSX wB97M-V def2-TZVPD def2/J DEFGRID3
* xyz 0 1
S -1.7391 0.8572 -0.2994
S -2.0483 -0.7755 -1.5401
H -0.9773 1.7455 -1.0055
H -1.1507 -1.7637 -1.3733
S 1.7496 -0.6808 1.8593
S 1.2649 0.8942 0.5544
H 0.3807 -1.1466 1.6888
H 2.5202 0.8698 0.1157
*
```

Output
frontier orbital gap	0.3182	Eh
ΔE to the lowest compared entry with this formula, charge and spin	78.0	kJ/mol
energy	-1595.096819	hartree
LUMO energy	-0.001	Eh
SMILES string	SS.SS
E_HOMO	-8.6774	eV

Formula: H5N2OP
Source: the Open Molecules 2025 dataset
Level of theory: wB97M-V/def2-TZVPD

```
! RIJCOSX wB97M-V def2-TZVPD def2/J DEFGRID3
* xyz 0 1
N -0.6193 -0.8129 -0.6812
N 1.5505 1.0215 0.0661
O 0.2674 -0.2995 1.9256
P 0.2618 0.6362 0.7962
H -1.0752 -0.7349 -1.6104
H 0.2487 -1.3661 -0.7076
H -1.1530 -1.5859 -0.2728
H 1.4557 1.8351 -0.3792
H -0.9366 1.3065 0.8634
*
```

Output
frontier orbital gap	0.3803	Eh
ΔE to the lowest compared entry with this formula, charge and spin	193.3	kJ/mol
energy	-529.086796	hartree
LUMO energy	0.021	Eh
E_HOMO	-9.7847	eV

Formula: H5N2OP
Source: the Open Molecules 2025 dataset
Level of theory: wB97M-V/def2-TZVPD

```
! RIJCOSX wB97M-V def2-TZVPD def2/J DEFGRID3
* xyz 0 1
N 1.8985 -0.2996 0.3691
O 0.7044 -0.1086 -0.4008
P -0.6682 -1.0239 -0.1491
N -1.7847 0.3112 0.2018
H 1.5825 0.0007 1.3692
H 2.4814 0.4524 -0.0290
H -1.0930 -1.1173 -1.4787
H -1.2643 0.9117 0.7928
H -1.8565 0.8735 -0.6753
*
```

Output
frontier orbital gap	0.3721	Eh
ΔE to the lowest compared entry with this formula, charge and spin	333.4	kJ/mol
energy	-529.033440	hartree
LUMO energy	0.030	Eh
SMILES string	NOPN
E_HOMO	-9.3164	eV

Formula: H5N2PS2
Source: the Open Molecules 2025 dataset
Level of theory: wB97M-V/def2-TZVPD

```
! RIJCOSX wB97M-V def2-TZVPD def2/J DEFGRID3
* xyz 0 1
N -0.4921 -0.6688 -1.8295
N -0.1889 -1.0011 0.7113
P 0.1906 -0.0567 -0.5872
S -0.2407 1.9034 0.1166
S 3.1518 -0.0093 -0.1305
H -0.5018 -0.1541 -2.6919
H 0.4550 -0.9404 1.4904
H -0.3663 -1.9552 0.4221
H 0.2915 2.4629 -0.9747
H 3.0039 0.8933 0.8373
*
```

Output
frontier orbital gap (alpha / beta)	0.2626 / 0.2626	Eh
ΔE to the lowest compared entry with this formula, charge and spin	253.0	kJ/mol
energy	-1250.204335	hartree
LUMO energy (alpha / beta)	-0.056 / -0.056	Eh
E_HOMO (alpha / beta)	-8.6684 / -8.6686	eV

Formula: H5N4O
Source: the Open Molecules 2025 dataset
Level of theory: wB97M-V/def2-TZVPD

```
! RIJCOSX wB97M-V def2-TZVPD def2/J DEFGRID3
* xyz -1 1
N -1.5989 1.2218 1.2693
N 0.8732 0.6096 -0.0029
N 0.7479 -1.3362 -1.1092
N 0.1935 -0.4003 -0.4142
O 1.9446 -1.4496 -1.6469
H -2.1629 0.5642 0.6780
H -0.7423 1.5613 0.6305
H -1.2031 0.7932 2.0558
H 1.8661 0.5183 -0.2628
H 0.0819 -2.0823 -1.1976
*
```

Output
frontier orbital gap	0.2669	Eh
ΔE to the lowest compared entry with this formula, charge and spin	10.5	kJ/mol
energy	-297.171526	hartree
LUMO energy	0.180	Eh
E_HOMO	-2.3777	eV

Formula: H5N4OP
Source: the Open Molecules 2025 dataset
Level of theory: wB97M-V/def2-TZVPD

```
! RIJCOSX wB97M-V def2-TZVPD def2/J DEFGRID3
* xyz 0 1
N -1.2892 0.8416 -0.4323
N -0.8248 -0.1471 0.4749
N 0.8047 -0.5098 0.3105
N 1.9554 0.0828 -0.2954
P 3.8180 0.3119 -0.3960
O 4.5191 -0.0176 0.8120
H -1.0869 1.7205 -0.0442
H -1.0238 0.5348 -1.3962
H -1.1553 -1.0044 0.0910
H 1.0612 -0.4482 1.3061
H 1.7145 0.5240 -1.0788
*
```

Output
frontier orbital gap	0.2965	Eh
ΔE to the lowest compared entry with this formula, charge and spin	335.7	kJ/mol
energy	-638.458182	hartree
LUMO energy	0.003	Eh
SMILES string	NNNNP=O
E_HOMO	-7.9935	eV

Formula: H5N5
Source: the Open Molecules 2025 dataset
Level of theory: wB97M-V/def2-TZVPD

```
! RIJCOSX wB97M-V def2-TZVPD def2/J DEFGRID3
* xyz 0 1
N -0.7645 -1.6069 0.7996
N -0.5457 -1.4533 -0.3874
N 0.8642 1.7813 0.3258
N 0.5182 -1.0312 -1.0417
N -0.3185 1.9216 0.4286
H 0.0660 -1.5907 1.4499
H 1.3536 -0.6284 -0.5704
H 0.6140 -1.3948 -1.9596
H -0.9828 1.2058 0.2360
H -0.8044 2.7966 0.7191
*
```

Output
frontier orbital gap	0.3513	Eh
ΔE to the lowest compared entry with this formula, charge and spin	175.9	kJ/mol
energy	-276.603791	hartree
LUMO energy	0.043	Eh
E_HOMO	-8.3839	eV

Formula: H5NO2
Source: the Open Molecules 2025 dataset
Level of theory: wB97M-V/def2-TZVPD

```
! RIJCOSX wB97M-V def2-TZVPD def2/J DEFGRID3
* xyz 0 1
N -1.4959 -0.5127 -0.4785
O -0.2723 -0.9644 0.1225
H -2.1522 -0.5096 0.2450
H -1.4423 0.4405 -0.7266
H 0.2844 -1.3220 -0.6158
O 1.9391 1.0856 0.1891
H 1.7638 1.4445 1.1113
H 1.3754 0.3382 0.1530
*
```

Output
frontier orbital gap	0.4029	Eh
ΔE to the lowest compared entry with this formula, charge and spin	17.1	kJ/mol
energy	-208.157042	hartree
LUMO energy	0.034	Eh
SMILES string	NO.O
E_HOMO	-10.0324	eV

Formula: H5NO2P2
Source: the Open Molecules 2025 dataset
Level of theory: wB97M-V/def2-TZVPD

```
! RIJCOSX wB97M-V def2-TZVPD def2/J DEFGRID3
* xyz 0 1
N -2.1711 0.1800 -0.6610
O 1.7605 0.6933 -0.6384
O 1.6002 -1.1678 1.1025
P -0.5831 0.8183 1.0058
P 0.7423 -0.5361 -0.1357
H -3.0665 0.3875 -0.1203
H -1.9252 -0.7996 -0.4942
H 2.2887 0.5288 -1.4322
H 1.7417 -2.1034 1.1064
H -0.3875 1.9990 0.2670
*
```

Output
frontier orbital gap	0.3085	Eh
ΔE to the lowest compared entry with this formula, charge and spin	245.4	kJ/mol
energy	-890.896472	hartree
LUMO energy	-0.015	Eh
E_HOMO	-8.8052	eV